Density functional theory data (ωB97M-V with the def2-TZVPD basis set) for a cluster of 10 separate species, C26H70Br8O24P6 in total.

Calculated values
energy above the lowest of the compared OMol25 structures with the same formula, charge and spin = 6.472 eV
structure (SMILES) = COP(=O)(OC)OC.COP(=O)(OC)OC.COP(=O)(OC)OC.COP(=O)(OC)OC.COP(=O)(OC)OC.COP(=O)(OC)OC.BrCCBr.BrCCBr.BrCCBr.BrCCBr
largest force on an atom = 4.883 eV Å⁻¹
net charge = 0
gap between HOMO and LUMO = 9.82 eV
E_HOMO = -9.765 eV

Last column: Mulliken charge in e.
Atoms and positions in Å:
Br: 5.645 0.670 0.207  -0.18
C: 3.881 -0.128 0.026  -0.47
C: 3.656 -0.794 -1.344  -0.36
Br: 1.866 -1.196 -1.445  -0.14
H: 3.179 0.686 0.208  0.23
H: 3.763 -0.917 0.769  0.19
H: 4.157 -1.761 -1.299  0.27
H: 3.989 -0.178 -2.180  0.51
Br: -5.026 3.678 0.037  -0.17
C: -3.851 4.158 1.628  -0.63
C: -4.530 5.064 2.588  -0.26
Br: -4.767 6.890 1.784  -0.16
H: -2.910 4.627 1.340  0.46
H: -3.675 3.134 1.956  0.22
H: -3.821 5.265 3.391  0.08
H: -5.445 4.537 2.858  0.43
Br: -0.013 -2.169 6.291  -0.19
C: 1.777 -2.072 5.419  -0.02
C: 2.280 -0.603 5.515  -0.36
Br: 2.364 0.002 7.430  -0.16
H: 1.738 -2.579 4.455  -0.20
H: 2.545 -2.524 6.046  0.50
H: 1.811 0.063 4.791  0.04
H: 3.287 -0.667 5.104  0.40
Br: 1.146 8.515 7.188  -0.14
C: -0.352 7.305 6.933  -0.52
C: -0.456 6.935 5.410  -0.77
Br: -1.406 5.193 5.074  -0.10
H: -1.277 7.817 7.198  0.39
H: -0.152 6.338 7.394  0.37
H: 0.533 6.706 5.012  0.37
H: -0.850 7.753 4.808  0.47
C: 4.070 -6.396 1.695  -0.53
O: 2.925 -6.553 0.895  -0.33
P: 2.625 -5.274 -0.151  0.88
O: 3.876 -4.516 -0.524  -0.70
O: 1.819 -5.946 -1.402  -0.38
C: 0.572 -6.418 -1.224  -0.68
O: 1.447 -4.372 0.580  0.11
C: 1.888 -3.552 1.655  -0.90
H: 4.053 -5.371 2.066  0.24
H: 4.923 -6.874 1.214  0.24
H: 3.846 -6.975 2.591  0.25
H: 0.450 -7.420 -1.635  0.30
H: -0.149 -5.817 -1.778  0.27
H: 0.290 -6.474 -0.173  0.30
H: 1.938 -2.521 1.303  0.27
H: 2.914 -3.605 2.018  0.30
H: 1.310 -3.605 2.578  0.25
C: 6.137 3.578 3.397  -0.81
O: 4.865 3.772 3.909  -0.34
P: 4.197 2.463 4.611  0.73
O: 3.438 1.658 3.609  -0.20
O: 3.261 3.015 5.834  -0.32
C: 1.870 3.418 5.879  -0.41
O: 5.447 1.739 5.433  -0.30
C: 6.134 2.499 6.427  -0.78
H: 6.449 2.551 3.212  0.33
H: 6.965 4.032 3.943  0.29
H: 6.326 4.033 2.425  0.33
H: 1.517 3.043 6.839  0.34
H: 1.230 3.201 5.023  -0.04
H: 1.814 4.499 6.010  0.36
H: 7.196 2.619 6.214  0.27
H: 5.954 1.956 7.355  0.29
H: 5.648 3.464 6.570  0.36
C: -2.059 0.083 -8.629  -0.67
O: -2.350 1.017 -7.614  -0.08
P: -3.497 0.553 -6.527  0.71
O: -4.559 -0.396 -7.098  -0.71
O: -4.074 1.992 -5.876  -0.20
C: -5.138 2.728 -6.419  -0.80
O: -2.618 -0.019 -5.338  -0.06
C: -3.140 -0.431 -4.137  -0.80
H: -1.159 0.522 -9.061  0.19
H: -2.849 0.078 -9.381  0.28
H: -1.868 -0.941 -8.306  0.32
H: -6.003 2.132 -6.128  0.33
H: -5.082 2.871 -7.498  0.29
H: -5.447 3.581 -5.814  0.28
H: -4.223 -0.546 -4.191  0.38
H: -3.023 0.491 -3.568  0.28
H: -2.666 -1.269 -3.626  0.30
C: -1.116 1.466 -0.688  -0.63
O: -0.148 1.123 0.281  -0.18
P: -0.696 0.267 1.569  0.94
O: 0.373 -0.513 2.268  -0.26
O: -1.579 1.231 2.542  -0.54
C: -0.832 2.105 3.444  -0.30
O: -1.819 -0.663 0.919  -0.38
C: -1.361 -1.891 0.346  -0.27
H: -2.141 1.392 -0.324  0.39
H: -1.061 0.845 -1.582  0.03
H: -0.879 2.486 -0.989  0.42
H: -0.070 1.481 3.910  -0.21
H: -1.550 2.599 4.100  0.19
H: -0.379 2.756 2.697  0.47
H: -0.694 -2.436 1.013  -0.03
H: -0.689 -1.579 -0.454  -0.17
H: -2.066 -2.592 -0.101  0.40
C: 3.682 1.294 -7.061  -0.76
O: 2.622 1.427 -6.178  -0.10
P: 1.552 2.626 -6.472  0.80
O: 0.636 2.380 -7.595  -0.60
O: 0.778 2.816 -5.056  -0.29
C: -0.170 1.937 -4.645  -0.65
O: 2.470 3.961 -6.659  -0.36
C: 2.734 4.659 -7.853  -0.66
H: 3.976 0.260 -7.242  0.28
H: 4.464 1.782 -6.480  0.31
H: 3.692 1.918 -7.955  0.29
H: -0.130 1.130 -5.376  0.31
H: -1.169 2.318 -4.432  0.28
H: 0.269 1.354 -3.837  0.22
H: 3.805 4.855 -7.800  0.29
H: 2.375 5.672 -8.033  0.28
H: 2.522 4.056 -8.736  0.31
C: -7.357 -6.193 -0.055  -0.78
O: -6.204 -5.740 0.528  -0.31
P: -4.875 -5.964 -0.338  0.91
O: -4.861 -5.432 -1.712  -0.64
O: -3.695 -5.174 0.484  -0.04
C: -4.024 -4.204 1.546  -0.69
O: -4.593 -7.543 -0.145  -0.31
C: -3.501 -8.113 -0.812  -0.88
H: -7.319 -6.118 -1.141  0.35
H: -8.259 -5.666 0.259  0.25
H: -7.398 -7.235 0.262  0.27
H: -4.324 -3.346 0.945  0.34
H: -3.037 -4.061 1.987  0.19
H: -4.774 -4.549 2.259  0.34
H: -3.140 -7.625 -1.718  0.35
H: -3.919 -8.959 -1.358  0.36
H: -2.694 -8.643 -0.306  0.34